# C10H18NOP

The molecule C10H18NOP (the ωB97M-V functional and the def2-TZVPD basis, the OMol25 dataset).

Cartesian coordinates (Å):
C (0.175, -1.368, 1.640)
C (1.028, -1.108, 0.637)
C (-1.331, -1.128, 1.617)
C (0.822, -0.696, -0.736)
C (-0.644, -0.929, -1.199)
C (0.949, 1.308, -2.278)
C (2.587, 1.164, -0.388)
C (0.213, 1.666, 0.072)
C (-3.163, -1.259, 3.194)
C (1.096, 0.843, -0.779)
N (-1.994, -0.896, 0.590)
O (-1.757, -1.196, 2.938)
P (-1.059, -2.611, -1.779)
H (0.531, -1.702, 2.581)
H (2.054, -1.253, 0.935)
H (1.405, -1.243, -1.441)
H (-1.064, -0.151, -1.758)
H (0.566, 2.292, -2.291)
H (0.144, 0.695, -2.698)
H (1.862, 1.215, -2.833)
H (2.892, 0.775, 0.548)
H (3.421, 0.811, -1.148)
H (2.841, 2.214, -0.519)
H (0.578, 2.634, 0.045)
H (0.257, 1.137, 1.058)
H (-0.789, 1.694, -0.319)
H (-3.277, -1.354, 4.364)
H (-3.583, -2.108, 2.654)
H (-3.621, -0.347, 3.078)
H (-2.360, -2.200, -1.273)
H (-0.851, -3.517, -0.501)

Its lowest unoccupied orbital energy (spin up / spin down) is 0.06 / 0.06 eV. The calculation puts the energy above the lowest of the compared OMol25 structures with the same formula, charge and spin at 59.7 kcal per mole. For the largest force on an atom, the calculation gives 0.090 Eh/bohr. The calculation puts the HOMO energy (spin up / spin down) at -8.37 / -8.38 eV. Its HOMO-LUMO gap (spin up / spin down) is 8.44 / 8.44 eV. The calculation puts the total energy at -862.97630 hartree.